{"formula": "C45H46BrClN2O2PRuTe", "method": "ωB97M-V/def2-TZVPD", "charge": 2, "relative_energy_kcal_mol": 17.82, "multiplicity": 6, "orbital_gap_ev": [7.24, 4.99], "s_squared": 8.7692, "species": ["Ru", "Cl", "C", "C", "C", "C", "C", "C", "P", "C", "C", "C", "C", "C", "C", "C", "C", "C", "C", "C", "C", "H", "H", "H", "H", "H", "H", "H", "H", "H", "H", "H", "H", "H", "H", "Br", "C", "C", "C", "C", "C", "C", "C", "C", "C", "C", "H", "H", "H", "H", "H", "H", "C", "N", "C", "C", "O", "H", "H", "H", "H", "H", "H", "H", "O", "C", "C", "C", "C", "C", "C", "N", "H", "H", "H", "H", "H", "H", "H", "H", "H", "H", "H", "C", "Te", "C", "C", "C", "C", "C", "C", "C", "H", "H", "H", "H", "H", "H", "H", "H"], "positions_angstrom": [[0.227, 0.283, 0.542], [-0.420, 2.699, 1.779], [-0.221, 2.485, 3.529], [-0.629, 3.545, 4.312], [-0.456, 3.454, 5.688], [0.122, 2.326, 6.248], [0.520, 1.277, 5.437], [0.343, 1.327, 4.051], [0.825, -0.085, 3.035], [2.281, -0.789, 3.832], [2.278, -2.068, 4.384], [3.411, -2.542, 5.029], [4.537, -1.743, 5.143], [4.538, -0.459, 4.610], [3.416, 0.016, 3.956], [-0.494, -1.322, 3.178], [-0.368, -2.462, 2.377], [-1.340, -3.448, 2.406], [-2.451, -3.297, 3.228], [-2.585, -2.163, 4.016], [-1.610, -1.176, 3.995], [-1.062, 4.426, 3.862], [-0.766, 4.278, 6.316], [0.266, 2.264, 7.318], [0.976, 0.399, 5.878], [1.405, -2.701, 4.312], [3.406, -3.537, 5.454], [5.413, -2.115, 5.657], [5.412, 0.171, 4.710], [3.420, 1.020, 3.551], [0.509, -2.600, 1.748], [-1.226, -4.336, 1.798], [-3.208, -4.070, 3.263], [-3.449, -2.050, 4.657], [-1.728, -0.295, 4.613], [3.234, 1.067, 0.519], [3.358, -0.829, 0.384], [4.444, -1.473, 0.906], [4.586, -2.862, 0.711], [3.683, -3.554, -0.046], [2.569, -2.895, -0.615], [1.677, -3.553, -1.502], [0.649, -2.885, -2.110], [0.398, -1.530, -1.797], [1.180, -0.896, -0.856], [2.359, -1.518, -0.347], [5.201, -0.918, 1.443], [5.442, -3.363, 1.138], [3.822, -4.610, -0.234], [1.858, -4.596, -1.731], [0.021, -3.393, -2.830], [-0.427, -1.008, -2.277], [-2.138, 3.617, -1.373], [-0.715, 3.906, -1.434], [-0.334, 5.289, -1.695], [0.192, 2.961, -1.303], [-0.051, 1.742, -1.150], [-2.631, 4.411, -0.814], [-2.286, 2.662, -0.875], [-2.552, 3.567, -2.382], [-0.629, 5.920, -0.857], [-0.832, 5.635, -2.600], [0.742, 5.353, -1.840], [1.226, 3.316, -1.386], [-1.884, 0.122, 0.826], [-2.861, -0.631, 0.629], [-2.870, -1.746, -0.358], [-3.757, -1.216, -1.529], [-3.912, 0.317, -1.635], [-4.944, 0.987, -0.704], [-4.540, 1.048, 0.770], [-4.061, -0.294, 1.144], [-3.304, -2.647, 0.076], [-1.854, -1.978, -0.671], [-4.750, -1.664, -1.449], [-3.327, -1.587, -2.459], [-4.219, 0.529, -2.660], [-2.931, 0.791, -1.529], [-5.890, 0.443, -0.787], [-5.150, 1.999, -1.059], [-5.373, 1.323, 1.415], [-3.726, 1.746, 0.959], [-4.767, -0.998, 0.961], [1.036, 1.155, -4.354], [-1.094, 1.233, -4.287], [-1.070, 0.509, -6.290], [0.385, 0.345, -6.651], [0.735, -0.118, -7.917], [2.062, -0.268, -8.271], [3.062, 0.047, -7.357], [2.722, 0.506, -6.099], [1.384, 0.656, -5.735], [1.395, 0.482, -3.576], [1.452, 2.147, -4.177], [-1.571, 1.218, -6.945], [-1.599, -0.441, -6.333], [-0.042, -0.359, -8.631], [2.321, -0.625, -9.258], [4.103, -0.061, -7.630], [3.499, 0.757, -5.386]]}